1.
Below is a single C5H10O2S molecule at a distorted geometry, with properties calculated with ωB97M-V with the def2-TZVPD basis set.

XYZ file:
```
18
Properties=species:S:1:pos:R:3:forces:R:3:lowdin_charge:R:1
H -1.189179 0.715672 -1.837603 -0.69 -0.25 -0.20 0.109
H 2.021591 0.952833 2.219448 0.30 0.11 -0.31 0.082
H 0.077493 -1.358771 0.720306 0.50 -1.65 -0.93 0.055
C -1.309511 -1.543493 -1.689344 2.69 -0.50 -1.60 -0.149
H -1.756120 -1.669536 -2.666614 -0.12 -0.51 -0.32 0.082
C -0.095841 -0.397993 1.080769 0.65 1.89 0.16 -0.170
C 0.746234 0.754106 0.496544 -1.75 1.06 0.62 -0.680
H 2.552538 1.924110 0.809594 -0.36 0.88 -0.17 0.068
C 2.077820 1.019334 1.121538 2.18 -2.59 0.91 -0.061
H 2.801016 0.229185 0.690693 -0.98 0.84 1.06 0.113
O 1.000931 0.629959 -0.795642 -2.04 -0.46 -1.67 -0.102
C -1.507574 -0.180026 -1.288737 2.57 1.26 2.41 -0.242
H 0.087309 1.664566 0.812733 1.06 -0.91 -0.69 0.142
H -0.038961 -0.425039 2.168323 -0.75 0.17 0.10 0.097
O -1.903482 1.540566 0.635612 -0.94 0.46 0.01 -0.521
S -1.840970 0.094279 0.394861 0.30 0.10 0.01 0.939
H -0.124128 -1.629034 -1.872690 -2.39 0.11 0.34 0.163
H -1.599169 -2.320717 -0.999792 -0.25 -0.02 0.27 0.076
```
Positions in Å, forces in eV/Å.

The HOMO energy (alpha / beta) comes out at -8.32 / -8.34 eV. The value obtained for the electronic energy is -744.96946 hartree. The value obtained for the strongest force on any atom is 3.75 eV/A. Its energy relative to the best compared isomer or geometry (same formula, charge and spin) is 6.040 eV. Its spin multiplicity is 1. As for the frontier orbital gap (alpha / beta): 6.21 / 6.23 eV.



2.
Below is a single C5H10O2Se2 molecule at a distorted geometry, with properties calculated with ωB97M-V with the def2-TZVPD basis set.

XYZ file:
```
19
Properties=species:S:1:pos:R:3:forces:R:3:lowdin_charge:R:1
H 1.411047 3.038217 -1.487507 0.08 0.57 -0.50 0.094
Se -0.714680 1.122406 -0.707610 0.20 -0.31 0.46 1.042
H 1.625547 -0.257638 -2.197692 -1.31 -0.07 -1.02 0.056
C -0.265565 -1.687782 0.227551 0.36 -0.64 -2.21 -0.450
C 1.251230 1.346805 -0.772404 0.28 -2.26 0.66 -0.732
H 2.884412 0.091689 -1.296181 0.87 0.29 0.54 0.055
O -0.062743 -0.037155 1.781812 -1.51 1.87 3.43 -0.121
H -0.427348 -2.439312 0.972352 0.20 -0.49 0.68 0.069
H -2.565870 -0.900430 1.907384 -0.04 0.26 -0.26 0.091
H -0.667652 0.475440 2.460681 1.86 -1.36 -2.08 0.172
C -0.825885 -0.408299 0.707539 -0.44 1.57 -0.86 -0.904
H -2.575242 0.728086 0.967707 -0.38 -1.34 0.34 0.054
H 1.728247 1.706549 0.176667 -0.80 -0.42 -0.54 0.130
C -2.316999 -0.369243 0.974786 -0.68 -0.61 -1.75 -0.131
Se 1.701093 -1.554285 -0.062463 -0.62 -0.48 0.50 1.001
H -2.812191 -0.926127 0.067499 0.54 1.24 1.81 0.124
H -0.752290 -2.078769 -0.701907 0.39 0.64 0.68 0.091
C 1.817542 -0.006329 -1.188430 0.89 0.11 0.59 -0.555
O 1.567345 2.156175 -1.829783 0.12 1.42 -0.46 -0.087
```
Positions in Å, forces in eV/Å.

The HOMO energy comes out at -8.25 eV. The value obtained for the electronic energy is -5149.79594 hartree. The value obtained for the strongest force on any atom is 4.19 eV/A. Its energy relative to the best compared isomer or geometry (same formula, charge and spin) is 0.000 eV. Its spin multiplicity is 1. As for the structure (SMILES): C[C@@]1(O)C[Se]C[C@@H](O)[Se]1. As for the frontier orbital gap: 8.81 eV.



3.
Below is 2 unconnected molecules or ions with the total composition C5H10O3 at a distorted geometry, with properties calculated with ωB97M-V with the def2-TZVPD basis set.

XYZ file:
```
18
Properties=species:S:1:pos:R:3:forces:R:3:lowdin_charge:R:1
H -3.001055 0.651820 -1.198943 -0.17 0.30 0.31 0.030
H 1.496150 -0.789042 -1.037091 0.27 0.42 -0.50 0.106
C 0.518798 -0.330153 -0.896152 -1.94 -1.16 -1.52 -0.261
H -3.660140 -0.114186 -0.005521 -0.47 0.55 1.14 0.019
H -0.563529 1.540194 -0.489394 1.96 -0.57 -0.18 0.142
O -3.276224 -0.197735 -0.856122 0.65 -0.82 -1.46 -0.036
C 1.412830 1.435255 0.571557 -2.02 3.09 2.42 -0.203
C 0.517304 1.158978 -0.692799 -0.19 1.10 1.60 -0.155
O 0.745321 -0.911736 2.365200 2.14 -0.71 0.69 0.038
C 1.065012 -1.281492 1.255638 -3.50 0.92 1.32 -0.283
H -0.902912 -0.481269 0.835458 1.31 -1.00 -0.91 0.138
H 0.900928 1.709632 -1.572053 0.01 -0.27 0.44 0.118
O 1.087857 2.259759 1.475264 1.42 -3.02 -3.45 0.006
H 2.036177 -1.703046 0.948298 0.06 -0.02 0.13 0.130
H 2.331482 0.794833 0.706704 -0.50 0.59 -0.28 0.128
H -0.504510 -2.127755 0.098614 0.40 1.33 -0.46 0.140
H -0.108315 -0.533612 -1.785923 0.59 -0.03 0.13 0.118
C -0.095175 -1.080445 0.277267 -0.02 -0.69 0.57 -0.175
```
Positions in Å, forces in eV/Å.

The HOMO energy comes out at -9.60 eV. The value obtained for the electronic energy is -422.16506 hartree. The value obtained for the strongest force on any atom is 4.80 eV/A. Its energy relative to the best compared isomer or geometry (same formula, charge and spin) is 2.490 eV. Its spin multiplicity is 1. As for the structure (SMILES): O=CCCCC=O.O. As for the frontier orbital gap: 10.11 eV.



4.
Below is a single C5H10O3 molecule at a distorted geometry, with properties calculated with ωB97M-V with the def2-TZVPD basis set.

XYZ file:
```
18
Properties=species:S:1:pos:R:3:forces:R:3:lowdin_charge:R:1
H -0.106796 0.224386 -1.768973 0.25 0.40 0.29 0.124
H -1.731636 -1.179808 0.318259 -0.36 0.69 0.19 0.108
C -0.937374 0.332460 -1.056425 1.26 -0.02 -1.30 -0.120
O -0.728887 2.550988 -1.643809 0.86 -0.85 -1.40 0.094
H -0.407603 -1.683173 -0.516331 0.37 0.49 -0.07 0.111
H 2.292601 -2.669992 1.093838 0.09 0.72 0.34 0.083
C 1.566804 -0.751017 0.744378 -0.20 -1.08 -0.10 -0.253
C 0.133330 -0.456643 1.179137 0.41 -0.08 -0.84 -0.166
H -0.263350 -1.065117 1.991335 0.66 -0.15 0.20 0.113
H 0.221370 0.562438 1.557197 -0.95 0.23 -0.34 0.104
O -1.356018 2.172218 0.467420 0.32 -0.18 0.19 0.113
C -0.787764 -0.766564 -0.040080 -0.73 -0.68 0.93 -0.184
H 2.310568 -0.386820 1.434525 0.25 0.21 0.35 0.109
H 1.729974 -0.267118 -0.241662 0.06 -0.11 0.54 0.123
O 1.719713 -2.154611 0.522294 -0.19 -0.49 -0.81 -0.085
C -0.972406 1.749353 -0.589045 -1.32 0.93 0.13 -0.530
H -0.954019 3.475935 -1.632981 -0.30 0.48 1.02 0.116
H -1.728507 0.313085 -1.819077 -0.49 -0.53 0.68 0.139
```
Positions in Å, forces in eV/Å.

The HOMO energy comes out at -10.07 eV. The value obtained for the electronic energy is -422.21986 hartree. The value obtained for the strongest force on any atom is 1.85 eV/A. Its energy relative to the best compared isomer or geometry (same formula, charge and spin) is 0.999 eV. Its spin multiplicity is 1. As for the structure (SMILES): O=C(O)CCCCO. As for the frontier orbital gap: 10.83 eV.